Here is a 2-piece molecular cluster, C2H4ClN overall in a non-equilibrium geometry from the OMol25 dataset. Energies are from ωB97M-V with the def2-TZVPD basis set.

Each line ends with the Löwdin charge.
Positions of all 8 atoms, in Å:
C 0.66056 -0.01165 0.50419  -0.320
C -0.39790 -0.28481 -0.35029  -0.115
N 1.17230 0.36592 1.53872  0.230
Cl 2.50091 -0.80036 -1.03103  -0.191
H 0.20900 -0.41124 -1.33371  0.052
H -1.24845 0.38407 -0.44090  0.095
H -0.83204 -1.32531 -0.09384  0.145
H 1.99951 0.86059 1.79092  0.104

electronic energy: -593.47588 Ha
charge: 0
energy relative to the best compared isomer or geometry (same formula, charge and spin): 171.4 kJ/mol
F_max: 0.1194 hartree/bohr


Here is a 2-piece molecular cluster, C2H3ClN2O overall in a non-equilibrium geometry from the OMol25 dataset. Energies are from ωB97M-V with the def2-TZVPD basis set.

Each line ends with the Löwdin charge.
Positions of all 9 atoms, in Å:
C -1.46875 -0.02820 0.78410  0.053
N -2.37576 -0.26667 0.10205  -0.224
O -3.16390 -0.84003 -0.55341  0.045
H -0.85422 0.64028 1.30326  0.080
H 2.01923 0.53592 0.03339  0.127
N 1.14994 0.48928 -0.65560  0.041
C 0.49110 -0.52833 -0.80680  -0.732
Cl 0.56820 -2.04927 0.11139  0.570
H -0.41051 -0.54958 -1.34982  0.038

electronic energy: -722.80270 Ha
SMILES string: C#[N+][O-].[H]/N=C\Cl
charge: 0
energy relative to the best compared isomer or geometry (same formula, charge and spin): 396.3 kJ/mol
F_max: 0.0798 hartree/bohr


Here is C3HNO2 as an isolated structure in a non-equilibrium geometry from the OMol25 dataset. Energies are from ωB97M-V with the def2-TZVPD basis set.

Each line ends with the Löwdin charge.
Positions of all 7 atoms, in Å:
C -0.56144 -0.24945 -1.55841  0.167
C -0.49375 0.04320 -0.39367  -0.101
C 0.99618 0.07892 0.93197  -0.215
N -0.26781 0.24357 0.95402  -0.204
O 2.09274 -0.30593 0.86857  0.198
O -1.12354 0.65097 1.78307  0.124
H -0.64238 -0.46129 -2.58554  0.031

electronic energy: -319.84566 Ha
charge: 0
energy relative to the best compared isomer or geometry (same formula, charge and spin): 475.8 kJ/mol
F_max: 0.0764 hartree/bohr
multiplicity: 3


Here is an isolated ion of composition C5H12N2 and charge +2 in a non-equilibrium geometry from the OMol25 dataset. Energies are from ωB97M-V with the def2-TZVPD basis set.

Each line ends with the Löwdin charge.
Positions of all 19 atoms, in Å:
C 0.28103 -0.32941 -3.89541  0.256
N 0.86669 -0.51799 -2.75496  0.069
C 0.43562 0.01482 -1.52799  -0.076
C 0.79783 -0.10388 -0.26824  -0.026
C 0.10371 0.71346 0.82442  -0.147
C -0.74872 -0.20184 1.71505  -0.116
N -0.78390 0.14926 3.20423  0.213
H 0.77091 -0.79246 -4.74000  0.143
H -0.48941 0.40798 -3.86971  0.127
H 1.70281 -1.09952 -2.80756  0.194
H -0.40280 0.69075 -1.72174  0.142
H 1.59913 -0.70482 0.17325  0.143
H 0.88371 1.04526 1.51570  0.130
H -0.41506 1.58844 0.39709  0.136
H -0.22916 -1.14768 1.63775  0.125
H -1.77997 -0.42796 1.44347  0.144
H -0.19728 -0.40052 3.83266  0.183
H -1.75715 -0.03486 3.48337  0.181
H -0.63800 1.15097 3.35861  0.179

electronic energy: -306.55408 Ha
SMILES string: C=[NH+]/C=C/CC[NH3+]
charge: +2
energy relative to the best compared isomer or geometry (same formula, charge and spin): 44.1 kJ/mol
F_max: 0.0449 hartree/bohr


Here is the molecule C7H14 from the OMol25 dataset. Energies are from ωB97M-V with the def2-TZVPD basis set.

Each line ends with the Löwdin charge.
Positions of all 21 atoms, in Å:
C 2.50095 -0.27566 0.07246  -0.107
C 1.29700 -0.53733 -0.82236  -0.258
C 0.05612 -1.09541 -0.08027  -0.184
C -1.17368 -0.31749 -0.57156  -0.457
C -2.39676 -0.37257 0.35313  -0.072
C -0.77124 1.13087 -0.76276  0.024
C -0.30440 1.78011 0.49148  -0.174
H 2.22511 0.38335 0.90549  0.064
H 2.89865 -1.20128 0.50230  0.075
H 3.30406 0.21600 -0.48633  0.073
H 1.56549 -1.18519 -1.66320  0.113
H -0.06291 -2.17472 -0.24364  0.115
H 0.17348 -0.96726 1.00396  0.104
H -1.47190 -0.72732 -1.54694  0.122
H -2.13902 -0.06146 1.37185  0.075
H -3.18737 0.29161 -0.01743  0.080
H -2.80600 -1.38696 0.39612  0.081
H 1.01842 0.41371 -1.30962  0.078
H 0.51242 2.48492 0.29534  0.082
H -0.07118 1.17782 1.38420  0.069
H -1.16724 2.42427 0.72776  0.097

electronic energy: -274.97297 Ha
charge: 0
energy relative to the best compared isomer or geometry (same formula, charge and spin): 376.2 kJ/mol
F_max: 0.0064 hartree/bohr


Here is C29H31ClN2O2PZr as an isolated structure in a non-equilibrium geometry from the OMol25 dataset. Energies are from ωB97M-V with the def2-TZVPD basis set.

Each line ends with the Löwdin charge.
Positions of all 67 atoms, in Å:
Zr 1.05095 0.27996 -0.51324  1.100
Cl 1.01216 1.48559 -2.54686  0.247
C -0.20502 -1.10640 1.00599  -0.068
O -1.04089 -1.63258 1.62365  0.201
P 0.84261 -2.18897 -1.28323  0.974
C 2.58320 -2.77845 -1.15441  -0.359
C -0.10211 -3.66299 -0.83047  -0.383
C 0.48339 -1.98395 -3.06798  -0.412
C -1.02986 -4.24021 -1.71515  -0.049
C -1.67605 -5.42380 -1.36437  -0.024
C -1.42794 -6.02275 -0.12703  -0.009
C -0.52807 -5.43048 0.76698  -0.028
C 0.12153 -4.24588 0.42669  -0.119
H -1.23909 -3.76325 -2.67390  0.109
H -2.37325 -5.87643 -2.07213  0.132
H -1.93394 -6.95130 0.14108  0.134
H -0.33108 -5.89133 1.73557  0.130
H 0.81649 -3.78087 1.12927  0.113
C 3.60048 -1.85720 -0.85780  -0.113
C 4.91504 -2.31003 -0.72586  -0.034
C 5.22532 -3.66212 -0.89977  -0.004
C 4.21161 -4.57801 -1.19724  -0.003
C 2.89110 -4.14039 -1.32397  -0.054
H 3.38624 -0.77398 -0.73239  0.031
H 5.70762 -1.59975 -0.48612  0.130
H 6.25817 -4.00203 -0.80475  0.138
H 4.44135 -5.63455 -1.33606  0.136
H 2.09671 -4.85727 -1.54177  0.128
C 1.37754 -2.46643 -4.03197  -0.048
C 1.10466 -2.25404 -5.38366  -0.016
C -0.03647 -1.54182 -5.76845  -0.010
C -0.92550 -1.06060 -4.80200  -0.043
C -0.69386 -1.31925 -3.45364  -0.161
H 2.27812 -2.99100 -3.71063  0.112
H 1.79476 -2.64292 -6.13198  0.132
H -0.23637 -1.36491 -6.82518  0.133
H -1.80361 -0.48333 -5.09693  0.129
H -1.41230 -0.98297 -2.69872  0.096
H 2.50783 0.96030 0.45494  0.128
H 2.67145 1.20935 -0.40550  0.105
C 0.52648 6.05861 4.22978  -0.061
C -0.94327 6.11515 3.87430  -0.187
N -1.42627 4.94271 3.14317  -0.047
C -2.32830 4.03829 3.87530  -0.201
C -3.70357 4.64696 4.11416  -0.057
C -0.93481 4.74486 1.88553  -0.419
O -0.16685 5.55225 1.36092  0.088
C -1.36759 3.49597 1.15892  -0.074
C -2.69050 3.26480 0.77669  0.082
C -2.99189 2.06613 0.13422  0.037
C -1.97440 1.15625 -0.14187  -0.093
N -0.69015 1.44440 0.19230  -0.196
C -0.36270 2.60531 0.82191  -0.025
H 0.75333 5.17060 4.82619  0.080
H 0.78533 6.94674 4.81087  0.094
H 1.12806 6.04636 3.31947  0.069
H -1.56553 6.17461 4.76908  0.119
H -1.12139 6.99593 3.24238  0.141
H -2.41745 3.09352 3.32829  0.103
H -1.85422 3.82428 4.84610  0.135
H -4.19540 4.89080 3.16490  0.076
H -4.32454 3.91639 4.64226  0.091
H -3.63506 5.55416 4.72511  0.086
H -3.44768 4.02878 0.96503  0.156
H -4.00529 1.82172 -0.17133  0.142
H -2.13486 0.19267 -0.63417  0.119
H 0.70564 2.77878 1.01946  0.141

electronic energy: -2231.18704 Ha
charge: +3
F_max: 0.1214 hartree/bohr